Entry 1:
The following is a DFT calculation (ωB97M-V/def2-TZVPD) of a structure of composition C25H18Cl2N2O4Pt.

Energy relative to the best compared isomer or geometry (same formula, charge and spin): 0.0 kJ/mol
Strongest force on any atom: 0.33 eV/A
Molar mass: 676.4 Da
E_HOMO: -7.9305 eV

```
52
Properties=species:S:1:pos:R:3:forces:R:3:nbo_charge:R:1
Pt -0.26826 1.14507 -0.05704 -0.050 -0.219 -0.053 0.93
Cl -4.09075 -2.59235 4.85890 -0.004 0.001 -0.003 -0.01
C -3.15944 -1.96833 3.52960 0.013 0.002 -0.014 -0.10
C -2.79765 -2.83225 2.47390 -0.001 0.009 0.006 -0.16
C -2.06914 -2.36611 1.42247 0.003 -0.021 -0.014 -0.29
C -1.65065 -1.00638 1.33763 -0.151 -0.016 -0.051 0.50
O -1.03195 -0.66267 0.26290 0.138 -0.006 -0.070 -0.66
C -1.99441 -0.15256 2.43147 -0.035 0.061 -0.018 -0.27
C -1.55821 1.18926 2.56458 0.222 -0.164 0.051 0.19
N -0.76713 1.80339 1.73906 -0.043 0.299 -0.136 -0.49
C -0.19500 3.06736 2.01554 0.102 -0.033 0.039 0.13
C -0.09930 3.66784 3.24349 -0.096 0.071 -0.070 -0.21
C 0.51335 4.93336 3.36830 0.002 -0.006 0.011 -0.19
C 1.04496 5.57781 2.28798 0.004 0.010 -0.005 -0.19
C 1.01190 4.96127 1.01476 -0.028 -0.011 -0.003 -0.10
C 1.55997 5.52853 -0.16088 -0.008 -0.004 -0.021 -0.10
C 1.49483 4.84347 -1.33890 -0.008 0.018 -0.001 -0.26
C 0.91785 3.55900 -1.36549 0.049 0.017 -0.003 0.10
N 0.41328 3.01117 -0.28692 0.148 -0.116 0.173 -0.42
C 0.41633 3.69901 0.89929 -0.126 0.039 0.002 0.21
C -2.76704 -0.66975 3.50754 0.000 0.000 0.015 -0.16
H -3.10514 -3.86898 2.51031 0.006 -0.002 -0.003 0.23
H -1.78376 -3.01465 0.60468 0.008 -0.008 0.003 0.24
H -1.87104 1.72006 3.46058 0.011 -0.019 0.026 0.19
H -0.48179 3.17833 4.12813 -0.005 0.009 0.012 0.22
H 0.56549 5.39094 4.34707 -0.003 -0.003 -0.002 0.23
H 1.51199 6.54818 2.39485 -0.003 0.000 -0.006 0.22
H 2.02825 6.50366 -0.11153 -0.010 0.003 0.006 0.22
H 1.89742 5.25551 -2.25274 0.003 -0.004 0.000 0.24
H 0.88014 2.95470 -2.26273 0.026 -0.022 0.017 0.24
H -3.02739 -0.01340 4.32889 -0.007 -0.002 -0.005 0.22
C -0.61443 -2.73361 -3.84175 -0.002 0.000 0.004 -0.64
C 0.26615 -3.42091 -2.83337 0.002 0.013 -0.016 -0.08
C -0.25634 -4.45924 -2.06501 -0.008 0.011 0.020 -0.18
C 0.53366 -5.13910 -1.15958 0.006 0.010 0.002 -0.06
Cl -0.16472 -6.42818 -0.21439 -0.009 0.003 0.008 -0.02
C 1.87017 -4.81695 -0.99710 0.002 0.000 0.002 -0.23
C 2.39564 -3.78074 -1.74528 -0.001 -0.015 0.004 -0.20
C 1.60557 -3.08082 -2.64538 -0.009 -0.009 -0.041 0.30
O 2.23467 -2.09101 -3.37116 0.003 -0.024 0.032 -0.51
C 1.69388 -0.78334 -3.30138 -0.044 0.005 -0.022 -0.17
C 1.30122 -0.35561 -1.88975 -0.117 -0.041 -0.025 0.75
O 0.36682 0.55782 -1.90490 -0.098 0.095 0.118 -0.77
O 1.83078 -0.83132 -0.90879 0.105 0.087 0.031 -0.63
H -1.49706 -3.33976 -4.04165 0.005 -0.007 -0.006 0.22
H -0.08489 -2.58075 -4.78304 0.001 0.006 0.002 0.22
H -0.95581 -1.76023 -3.48317 -0.007 -0.006 0.011 0.23
H -1.29315 -4.74546 -2.18908 -0.001 -0.005 -0.008 0.21
H 2.47957 -5.35585 -0.28540 0.000 0.000 0.000 0.23
H 3.42451 -3.47213 -1.62409 -0.004 0.001 0.001 0.23
H 0.84121 -0.65981 -3.96746 0.003 0.019 0.001 0.19
H 2.48485 -0.11349 -3.64394 0.016 -0.024 -0.006 0.21
```
Forces are in eV/Å.

***

Entry 2:
The following is a DFT calculation (ωB97M-V/def2-TZVPD) of a structure of composition C25H19AsBrF6N4O11Pb.

Energy relative to the best compared isomer or geometry (same formula, charge and spin): 0.0 kJ/mol
Strongest force on any atom: 0.55 eV/A
Molar mass: 1027.5 Da
<S²>: 0.80
E_HOMO (alpha / beta): -8.7426 / -8.7428 eV
Multiplicity: 2

```
68
Properties=species:S:1:pos:R:3:forces:R:3:mulliken_spin:R:1
Pb -0.81831 0.60806 -0.46428 -0.277 0.004 0.292 -0.01
O 4.61745 -2.19269 0.40734 0.046 0.011 0.039 0.00
C 4.53725 -1.57375 -0.81959 -0.047 -0.069 0.015 0.00
C 5.65248 -1.28764 -1.58497 -0.023 0.017 -0.020 0.00
C 5.48711 -0.66233 -2.81401 0.014 0.016 -0.001 0.00
C 4.22246 -0.32736 -3.26774 -0.005 0.005 -0.001 0.00
C 3.10911 -0.62388 -2.49261 -0.042 0.031 0.019 0.00
C 3.25720 -1.24770 -1.26313 0.025 0.001 -0.048 0.00
C 2.09180 -1.60334 -0.36673 0.066 0.070 -0.091 0.00
O 0.84900 -1.27746 -0.99793 -0.016 -0.285 -0.050 0.00
N 2.08786 -0.91871 0.90757 -0.468 -0.227 0.191 0.00
N 1.48146 0.27944 1.02459 0.293 0.368 -0.039 0.00
C 1.82526 1.00232 2.02159 -0.046 -0.155 -0.070 0.00
C 1.26447 2.29898 2.35495 0.121 0.004 0.104 0.00
Br 0.09811 3.10960 1.09906 0.100 0.242 -0.018 0.00
C 1.58196 3.00437 3.44641 -0.098 0.001 -0.028 0.00
C 2.36555 2.54476 4.60268 0.044 -0.008 0.003 0.00
C 2.26711 1.25146 5.11953 -0.054 0.024 0.087 0.00
C 3.01909 0.87749 6.22301 -0.005 0.000 -0.011 0.00
C 3.87106 1.78795 6.83049 0.006 -0.001 0.007 0.00
C 3.95028 3.08638 6.34576 -0.004 0.000 -0.011 0.00
C 3.19457 3.46394 5.24908 0.050 -0.035 -0.036 0.00
H 5.53458 -2.41419 0.60206 -0.031 0.005 -0.028 0.00
H 6.64112 -1.54860 -1.22482 0.004 -0.006 0.006 0.00
H 6.35804 -0.43318 -3.41358 0.003 -0.001 -0.004 0.00
H 4.09334 0.17008 -4.21855 -0.011 0.005 -0.006 0.00
H 2.12283 -0.34525 -2.83946 0.071 -0.048 -0.010 0.00
H 2.06371 -2.67332 -0.15383 0.172 0.032 0.029 0.00
H 2.88988 -1.10719 1.49556 0.058 0.011 -0.105 0.00
H 2.60826 0.65802 2.69547 0.027 0.001 -0.008 0.00
H 1.24219 4.03258 3.49753 -0.095 -0.033 0.015 0.00
H 1.55630 0.55118 4.69954 0.016 0.002 -0.054 0.00
H 2.92228 -0.12473 6.61929 0.005 -0.003 0.006 0.00
H 4.45528 1.49405 7.69233 0.000 -0.004 0.004 0.00
H 4.59657 3.80817 6.82712 0.004 0.002 0.005 0.00
H 3.25231 4.47917 4.87593 0.003 0.006 -0.003 0.00
O -1.98573 -2.52805 2.09153 -0.012 -0.099 -0.013 0.04
C -2.17807 -1.38881 1.69737 0.191 -0.061 0.070 0.02
O -1.29444 -0.49100 1.50100 -0.190 0.012 0.090 0.00
C -3.64678 -1.03370 1.43897 -0.201 -0.097 0.043 0.16
C -4.59038 -1.85018 2.03747 0.226 0.104 -0.081 -0.05
C -5.93344 -1.61609 1.83521 -0.174 -0.070 0.040 0.22
C -6.43445 -0.61402 0.98572 0.075 -0.013 -0.054 -0.04
C -5.53336 0.17920 0.36474 -0.089 -0.023 0.032 0.14
C -4.09565 0.09112 0.61603 0.193 0.107 0.119 0.14
O -3.33071 0.97464 0.20910 -0.060 -0.130 -0.079 0.33
N -6.03894 1.16315 -0.60400 0.014 0.023 0.039 -0.01
O -7.15354 1.60067 -0.40322 -0.086 0.072 0.050 0.01
O -5.32638 1.43366 -1.53886 0.017 -0.031 -0.138 0.02
N -6.91856 -2.48615 2.51416 0.078 0.037 -0.025 -0.02
O -6.48682 -3.34454 3.24921 0.027 -0.052 0.044 0.02
O -8.09021 -2.27365 2.28523 -0.080 0.016 -0.021 0.03
H -4.24847 -2.66853 2.65386 -0.032 -0.006 0.005 0.00
H -7.49616 -0.50265 0.82583 0.004 0.022 -0.005 0.00
C -1.27263 -3.75146 -2.57295 -0.022 -0.045 -0.024 0.00
C -0.89138 -2.54099 -1.79119 0.084 0.182 0.021 0.00
O 0.46336 -2.43593 -1.73381 -0.059 -0.063 0.033 0.00
O -1.64442 -1.73855 -1.30671 0.039 -0.058 0.024 0.00
H -0.46384 -4.47451 -2.62211 0.012 0.004 -0.008 0.00
H -1.52868 -3.42615 -3.58205 -0.003 -0.006 0.002 0.00
H -2.15490 -4.18973 -2.11286 0.005 0.004 -0.008 0.00
F 1.02522 1.64127 -2.16857 0.042 0.089 -0.025 0.00
As -0.10888 2.06559 -3.46364 -0.132 0.285 0.016 0.00
F -1.18019 2.66613 -2.18439 0.126 0.027 -0.186 0.00
F -0.83097 0.47171 -3.17267 0.021 -0.049 -0.126 0.00
F -1.30048 2.41378 -4.63856 0.069 -0.051 0.002 0.00
F 0.95626 1.36480 -4.61497 0.030 -0.028 0.007 0.00
F 0.61780 3.61067 -3.59818 -0.014 -0.083 -0.024 0.00
```
Forces are in eV/Å.

***

Entry 3:
The following is a DFT calculation (ωB97M-V/def2-TZVPD) of a structure of composition C25H19BIrN5O8S2.

Energy relative to the best compared isomer or geometry (same formula, charge and spin): 174.0 kJ/mol
Strongest force on any atom: 1.10 eV/A
Molar mass: 784.6 Da
<S²>: 0.76
E_HOMO (alpha / beta): -5.5040 / -5.4984 eV
Multiplicity: 2
Net charge: -1

```
61
Properties=species:S:1:pos:R:3:forces:R:3:mulliken_spin:R:1
Ir 0.59483 -0.43003 -0.60866 0.839 0.204 -0.397 0.39
O -0.55778 -4.31554 -0.72382 -0.006 -0.057 0.002 0.10
C 0.01511 -3.25468 -0.70197 0.014 0.099 0.154 0.01
N -0.54933 -2.00011 -0.53755 -0.214 -0.233 0.031 0.28
C -1.81948 -1.76639 -1.09504 0.137 0.001 0.071 0.02
C -2.97321 -2.47213 -0.79183 -0.067 -0.097 -0.107 0.02
C -4.13515 -2.14631 -1.46648 0.050 -0.030 0.033 0.01
C -4.13354 -1.14385 -2.43782 0.041 0.033 -0.032 0.04
C -2.98442 -0.44137 -2.75449 -0.041 -0.020 -0.018 -0.02
C -1.80723 -0.75041 -2.07421 0.086 0.193 0.055 0.08
N -0.55566 -0.15053 -2.22051 -0.166 -0.105 -0.136 0.05
C -0.26888 0.90569 -3.02043 -0.017 0.027 0.065 -0.01
O -0.89579 1.30303 -3.98602 0.013 -0.017 -0.040 0.02
C 0.97557 1.64007 -2.55592 -0.035 -0.007 0.038 0.00
C 1.43847 2.74754 -3.23487 -0.014 -0.003 -0.011 0.00
C 2.51909 3.44119 -2.71528 0.007 0.009 0.008 0.00
C 3.09576 3.01602 -1.52895 -0.002 0.010 -0.015 0.00
C 2.58538 1.89943 -0.89301 0.005 0.043 -0.014 -0.01
N 1.55894 1.22515 -1.41758 -0.015 0.015 0.132 0.00
C 1.48908 -3.13467 -0.98513 0.014 0.036 0.039 -0.01
C 2.31208 -4.23678 -1.06591 0.009 -0.011 0.006 0.00
C 3.65359 -4.04034 -1.35083 -0.005 0.016 0.000 0.00
C 4.11886 -2.74896 -1.53895 0.003 -0.011 0.015 0.00
C 3.23355 -1.69152 -1.43941 -0.007 0.015 -0.067 0.00
N 1.94027 -1.88773 -1.19213 -0.151 0.008 0.025 0.00
H -2.94685 -3.23019 -0.02404 0.003 0.026 0.025 0.00
H -5.05426 -2.66506 -1.22874 -0.008 0.014 0.010 0.00
H -5.05457 -0.90006 -2.95216 -0.003 -0.002 0.001 0.00
H -2.98181 0.33475 -3.50367 0.001 0.010 0.012 0.00
H 0.92066 3.04496 -4.13527 0.003 0.005 0.000 0.00
H 2.89620 4.32073 -3.22049 -0.001 0.002 -0.001 0.00
H 3.91586 3.55173 -1.07334 -0.001 0.002 -0.002 0.00
H 2.96113 1.54417 0.05805 -0.027 -0.008 0.001 0.00
H 1.88126 -5.21221 -0.89062 0.004 0.000 -0.002 0.00
H 4.33150 -4.88109 -1.40895 0.001 -0.002 -0.001 0.00
H 5.16132 -2.54791 -1.73829 0.001 -0.003 0.003 0.00
H 3.55590 -0.66497 -1.53690 -0.013 0.011 -0.024 0.00
O 0.66356 2.30878 1.38784 -0.031 -0.017 0.086 0.00
S -0.66040 2.14096 0.85525 0.037 -0.027 -0.155 0.00
O -1.11647 3.19217 -0.02640 0.046 0.009 -0.033 0.00
O -0.81174 0.81282 0.12425 -0.117 -0.041 0.207 0.01
C -1.89228 2.01476 2.15320 -0.006 0.138 0.044 0.00
C -2.77217 3.09492 2.16189 0.000 -0.018 0.020 0.00
C -3.77688 3.19420 3.11021 -0.002 0.005 -0.006 0.00
C -3.90864 2.19919 4.06089 0.000 0.004 0.005 0.00
C -3.03933 1.12014 4.05203 0.010 -0.007 0.047 0.00
C -2.01902 0.99984 3.11518 -0.014 -0.071 -0.130 0.00
S -1.00279 -0.50660 3.27656 -0.211 -0.128 -0.174 0.00
O 0.34161 -0.00290 3.45914 -0.147 0.041 0.152 0.00
O -1.56745 -1.17713 4.43484 0.050 0.038 0.012 0.00
O -1.21909 -1.23752 2.03099 0.041 0.066 0.149 0.00
H -2.66032 3.85487 1.40376 0.007 0.004 -0.004 0.00
H -4.44846 4.04367 3.09499 0.002 0.001 0.003 0.00
H -4.68748 2.25510 4.81214 0.000 -0.002 -0.001 0.00
H -3.12302 0.33095 4.78558 -0.012 -0.002 -0.008 0.00
B 3.53675 -0.08980 3.04856 -0.047 0.064 -0.018 0.00
C 2.34440 -0.27663 2.01920 1.034 -0.039 -0.382 0.03
N 1.85793 -0.41389 0.97643 -1.055 -0.146 0.273 -0.03
H 4.27469 -1.02637 2.78477 0.019 -0.001 0.026 0.00
H 3.20775 -0.05186 4.19938 -0.068 -0.024 0.006 0.00
H 4.04241 0.95871 2.67053 0.025 -0.019 0.023 0.00
```
Forces are in eV/Å.

***

Entry 4:
The following is a DFT calculation (ωB97M-V/def2-TZVPD) of a structure of composition C25H19Cl2IPd.

Energy relative to the best compared isomer or geometry (same formula, charge and spin): 0.0 kJ/mol
Strongest force on any atom: 0.24 eV/A
Molar mass: 623.7 Da
E_HOMO: -14.0390 eV
Net charge: +2

```
48
Properties=species:S:1:pos:R:3:forces:R:3:nbo_charge:R:1
Pd 1.38182 0.43523 0.10032 0.091 0.135 0.160 0.60
I 1.63940 2.92524 1.19883 -0.052 -0.161 -0.068 0.35
C 0.17632 2.30538 2.56416 0.071 0.142 -0.051 -0.14
C -0.37570 3.23241 3.39661 -0.052 -0.021 0.059 -0.22
C -1.23524 2.79898 4.42818 0.016 0.023 -0.020 -0.19
C -1.43695 1.46558 4.62767 0.000 -0.027 -0.002 -0.16
C -0.84019 0.49520 3.78433 0.010 0.024 -0.026 0.04
C -0.95663 -0.88650 4.06983 0.001 -0.027 0.004 -0.17
C -0.30991 -1.80994 3.30800 -0.029 -0.019 0.044 -0.19
C 0.39145 -1.40769 2.14808 0.060 0.042 -0.106 -0.28
C 0.47178 -0.08751 1.81250 -0.013 0.123 0.133 0.00
C -0.06233 0.91830 2.67079 -0.013 -0.071 0.022 -0.20
H -0.14411 4.28484 3.30166 0.016 -0.005 -0.026 0.25
H -1.68593 3.53246 5.08204 -0.006 -0.011 0.008 0.25
H -2.04178 1.12200 5.45705 0.001 -0.001 0.000 0.24
H -1.53725 -1.19207 4.93058 0.001 -0.002 0.000 0.24
H -0.34940 -2.86076 3.55992 0.005 -0.002 -0.009 0.25
H 0.87163 -2.17550 1.55772 -0.016 -0.017 -0.005 0.22
Cl 3.02701 1.18627 -1.83983 0.023 -0.033 0.061 0.03
C 4.35927 0.15631 -1.21728 -0.015 0.044 -0.036 -0.37
Cl 4.04230 -0.29230 0.46739 0.010 -0.025 -0.022 0.04
H 5.27372 0.73519 -1.26678 0.005 -0.007 0.003 0.26
H 4.39289 -0.73852 -1.82724 -0.006 -0.004 0.013 0.25
C 2.23860 -2.04620 -4.75514 -0.006 0.010 -0.005 -0.15
C 2.60193 -2.78341 -3.63436 -0.010 0.004 0.012 -0.20
C 2.01329 -2.51281 -2.41020 0.001 -0.012 -0.013 -0.20
C 1.06130 -1.49567 -2.30671 0.025 0.025 -0.012 -0.04
C 0.70117 -0.75592 -3.43588 -0.007 0.018 0.024 -0.20
C 1.28642 -1.03685 -4.65631 0.014 -0.008 -0.017 -0.19
C 0.45382 -1.24233 -0.99491 -0.212 0.075 -0.079 -0.34
C -0.36639 -0.18761 -0.67634 0.018 -0.222 -0.022 0.27
C -1.63593 0.31010 -0.74006 -0.012 0.053 -0.042 -0.17
C -1.97904 1.57985 -0.18756 0.022 -0.037 -0.021 -0.06
C -3.26871 2.02823 -0.27452 -0.009 -0.014 -0.013 -0.22
C -4.22983 1.23204 -0.91049 -0.008 0.003 -0.002 -0.01
C -3.92088 -0.01387 -1.46743 -0.023 0.002 -0.005 -0.24
C -2.63670 -0.48068 -1.38957 0.028 0.007 0.022 -0.05
H 2.69083 -2.26393 -5.71333 0.005 -0.006 0.003 0.25
H 3.33010 -3.57868 -3.71842 0.001 -0.001 -0.007 0.25
H 2.28224 -3.09584 -1.53681 -0.009 -0.003 0.007 0.23
H -0.03738 0.03500 -3.36247 0.000 -0.009 -0.003 0.22
H 1.00258 -0.47356 -5.53464 -0.003 0.002 0.002 0.24
H 0.41976 -2.07421 -0.29859 0.076 -0.005 0.020 0.29
H -1.20618 2.16834 0.28685 -0.012 0.021 0.012 0.24
H -3.55263 2.98655 0.13653 0.017 0.005 0.002 0.26
H -5.24840 1.59490 -0.97671 0.000 0.000 0.002 0.25
H -4.69293 -0.59537 -1.95107 0.006 -0.008 0.000 0.26
H -2.35924 -1.44063 -1.80638 -0.007 0.000 -0.005 0.24
```
Forces are in eV/Å.